The following is a DFT calculation (wB97M-V/def2-TZVPD) of 3 unconnected molecules or ions with the total composition C36H80N5O4S2.

Last column: Mulliken charge in e.
CARTESIAN COORDINATES (ANGSTROEM)
C: 11.9411 -3.5709 0.4613  -1.3483
C: 10.5098 -3.0553 0.5565  -0.2910
C: 9.7158 -3.1707 -0.7580  -0.8327
C: 8.8778 -1.9384 -1.1197  -0.5217
C: 7.4493 -2.0128 -0.6019  -0.7458
C: 6.6147 -0.7605 -0.9104  -0.7536
C: 5.2566 -1.0864 -1.5174  -0.3129
C: 4.4309 0.1657 -1.7932  -1.4202
N: 2.9845 0.0364 -1.4837  0.4952
C: 2.3512 1.3909 -1.4098  -1.2276
C: 2.0385 1.9151 -0.0139  -0.2043
C: 0.6794 1.4627 0.5207  -0.6483
C: -0.4794 1.9852 -0.3222  -0.0067
C: -1.8503 2.0146 0.3586  -1.5402
C: -2.4538 0.5980 0.5065  1.0472
C: -3.9313 0.4611 0.1322  0.3629
C: -4.1308 0.2192 -1.3683  -1.0578
C: 2.2784 -0.8877 -2.2401  -0.3176
S: 2.7351 -1.6032 -3.6224  -0.2183
S: 0.7998 -1.2500 -1.3830  0.1461
C: -0.1655 -2.2278 -2.5283  -1.3359
C: -1.5976 -2.3038 -1.9824  -0.0463
C: -1.6743 -2.5987 -0.4705  0.2199
C: -2.6216 -3.7298 -0.0101  0.2139
C: -3.8407 -3.1714 0.7542  0.0440
N: -3.7860 -3.4981 2.2183  -0.0360
C: -2.3820 -3.3832 2.7339  -0.4026
C: -1.6477 -4.5758 2.1778  -0.7371
N: -1.9439 -4.8076 0.7471  -0.5942
H: 12.3598 -3.7886 1.4473  0.3687
H: 12.5988 -2.8414 -0.0210  0.3243
H: 11.9764 -4.4946 -0.1256  0.3477
H: 10.5245 -2.0058 0.8730  0.2739
H: 9.9969 -3.6167 1.3451  0.2945
H: 9.0585 -4.0467 -0.7038  0.3442
H: 10.4193 -3.3727 -1.5732  0.4193
H: 9.3532 -1.0424 -0.7016  0.2903
H: 8.8531 -1.8144 -2.2096  0.3573
H: 6.9688 -2.9000 -1.0329  0.3950
H: 7.4738 -2.1798 0.4837  0.2427
H: 7.1683 -0.1244 -1.6146  0.3310
H: 6.4780 -0.1598 -0.0028  0.3937
H: 5.4214 -1.6344 -2.4491  0.4682
H: 4.6941 -1.7458 -0.8441  0.2284
H: 4.5650 0.5156 -2.8255  0.3882
H: 4.7805 0.9648 -1.1311  0.6356
H: 1.4505 1.3880 -2.0294  0.3262
H: 3.0503 2.0775 -1.8957  0.7171
H: 2.0403 2.9994 -0.0788  -0.1857
H: 2.8330 1.6171 0.6798  0.3591
H: 0.6527 0.3665 0.5468  -0.0312
H: 0.5692 1.7925 1.5616  0.7006
H: -0.5692 1.3380 -1.2044  0.0403
H: -0.2293 2.9874 -0.6946  0.4510
H: -1.7672 2.4614 1.3557  0.3668
H: -2.5196 2.6645 -0.2171  0.3747
H: -1.8839 -0.0706 -0.1512  -0.8239
H: -2.2832 0.2366 1.5291  0.3849
H: -4.4609 1.3833 0.3975  0.6569
H: -4.4096 -0.3406 0.7144  -0.9965
H: -3.2482 -0.2388 -1.8261  0.0350
H: -4.9926 -0.4314 -1.5513  0.2331
H: -4.3291 1.1517 -1.9015  0.4638
H: -0.1278 -1.7428 -3.5029  0.6924
H: 0.2778 -3.2194 -2.6492  0.4313
H: -2.1319 -3.0808 -2.5413  0.6294
H: -2.0996 -1.3579 -2.2090  -0.4150
H: -0.6690 -2.8288 -0.1000  0.6229
H: -1.9629 -1.6781 0.0427  -0.7468
H: -3.0394 -4.2213 -0.8932  0.7026
H: -3.8430 -2.0821 0.7041  -0.7863
H: -4.7975 -3.5264 0.3695  0.4180
H: -4.0799 -4.4697 2.3761  0.3988
H: -4.4278 -2.8755 2.7236  0.2679
H: -2.4036 -3.4308 3.8246  0.4483
H: -1.9987 -2.4063 2.4210  0.1036
H: -0.5763 -4.4642 2.3687  0.3986
H: -1.9707 -5.4499 2.7573  0.3527
H: -1.0542 -4.9521 0.2733  0.3773
C: 1.1846 5.7775 0.2161  -0.8135
O: 2.1879 5.4437 -0.7202  -0.3386
C: 1.8513 5.6884 -2.0828  -0.7235
C: 2.5910 6.8757 -2.6533  -0.2866
N: 2.1325 8.1244 -2.0688  -0.2964
C: 2.9136 9.3062 -2.4172  -0.7330
C: 4.3909 9.3447 -2.0529  -0.4386
O: 4.6531 9.4391 -0.6676  -0.4319
C: 4.6294 8.2244 0.0495  -0.4782
H: 1.4778 5.3370 1.1689  0.2471
H: 1.0731 6.8576 0.3557  0.3728
H: 0.2113 5.3695 -0.0778  0.3369
H: 0.7687 5.8221 -2.1818  0.4104
H: 2.1390 4.7989 -2.6527  0.3341
H: 2.4031 6.9047 -3.7318  0.4004
H: 3.6665 6.6941 -2.5142  0.1767
H: 2.1001 8.0317 -1.0605  0.0851
H: 2.4373 10.1661 -1.9400  0.3805
H: 2.8321 9.4589 -3.4990  0.3950
H: 4.8056 10.2545 -2.4939  0.3512
H: 4.9453 8.4986 -2.4810  0.3315
H: 5.0141 7.3962 -0.5549  0.2560
H: 3.6273 7.9590 0.4033  0.1257
H: 5.2725 8.3512 0.9199  0.3295
C: -8.4307 -6.0141 2.7649  -0.4923
O: -9.4867 -5.0879 2.6734  -0.3427
C: -9.6599 -4.2390 3.8029  -0.7458
C: -9.2976 -2.8107 3.4738  -0.2807
N: -7.8678 -2.6707 3.2259  -0.2026
C: -7.4496 -1.3865 2.6808  -0.5576
C: -7.9881 -0.9323 1.3381  -0.6705
O: -7.5195 -1.6962 0.2309  -0.3476
C: -8.2158 -2.9079 -0.0158  -0.5628
H: -8.5481 -6.7182 1.9431  0.2508
H: -7.4398 -5.5403 2.6827  0.0619
H: -8.4589 -6.5679 3.7079  0.3645
H: -9.0664 -4.6091 4.6451  0.3991
H: -10.7140 -4.2721 4.0874  0.4010
H: -9.5752 -2.1743 4.3189  0.3720
H: -9.9118 -2.5052 2.6164  0.2129
H: -7.5786 -3.4171 2.6032  0.0359
H: -6.3619 -1.3995 2.5838  -0.0074
H: -7.6785 -0.6103 3.4174  0.5045
H: -7.6132 0.0816 1.1814  0.4373
H: -9.0811 -0.8693 1.3317  0.4275
H: -9.2762 -2.8204 0.2304  0.3131
H: -7.8126 -3.7608 0.5461  0.1281
H: -8.1231 -3.1220 -1.0799  0.3072

**Multiplicity**: 1
**HOMO energy**: -9.90 eV
**LUMO level**: -2.9 eV
**Strongest force on any atom**: 0.89 eV/A
**Charge**: +1
**Gap between HOMO and LUMO**: 0.2574 hartree


The following is a DFT calculation (wB97M-V/def2-TZVPD) of C3H4N2O2 in the gas phase.

Last column: Mulliken charge in e.
CARTESIAN COORDINATES (ANGSTROEM)
N: 0.8701 -0.4849 0.6664  -0.2410
C: -1.5528 1.5609 -0.0511  0.6954
N: 1.9893 -1.0700 0.1861  -0.5774
C: -1.3487 0.1674 0.2506  -0.0170
C: -0.1164 -0.5027 -0.1684  -0.3005
O: -2.1805 0.6617 -0.8209  -0.3885
O: -0.8217 2.4838 -0.3392  -0.4869
H: 2.3946 -0.5174 -0.5760  0.2551
H: 2.7099 -1.0704 0.9141  0.2767
H: -1.8613 -0.2512 1.1048  0.3441
H: -0.0824 -0.9772 -1.1662  0.4400

**Energy relative to the best compared isomer or geometry (same formula, charge and spin)**: 485.48 kJ/mol
**Multiplicity**: 1
**HOMO energy**: -9.24 eV
**LUMO level**: -0.1 eV
**Strongest force on any atom**: 5.05 eV/A
**Charge**: 0
**SMILES string**: N/N=C/[C@@H]1OC1=O
**Gap between HOMO and LUMO**: 0.3375 hartree


The following is a DFT calculation (wB97M-V/def2-TZVPD) of a gas-phase ion, C6H7ClNO2S (charge -1).

Last column: Mulliken charge in e.
CARTESIAN COORDINATES (ANGSTROEM)
C: 1.6192 0.6350 -0.4346  -0.3033
C: 0.9322 0.0511 -1.4219  -0.3288
C: 1.2205 0.5601 0.9361  0.8599
C: -0.1883 -0.8630 -1.2513  -1.1437
C: 0.3431 -0.6132 1.2798  -0.9899
C: -0.9225 -0.6335 0.0236  0.1882
N: 1.5860 1.4453 1.7959  -0.8940
O: -2.6005 0.6162 -1.5840  -0.6171
O: -2.8016 1.0696 0.8146  -0.6222
S: -1.9617 1.0709 -0.3617  0.5832
Cl: -1.9479 -1.9182 0.5377  -0.2205
H: 2.4631 1.4573 -0.6059  0.1902
H: 1.2034 0.3413 -2.3526  0.5177
H: -0.8996 -0.7666 -2.0152  0.5235
H: 0.3039 -1.8487 -1.3443  0.3134
H: 0.5302 -1.6664 1.0916  0.4731
H: -0.1043 -0.3979 2.2043  0.2565
H: 1.2247 1.4608 2.6878  0.2137

**Energy relative to the best compared isomer or geometry (same formula, charge and spin)**: 70.63 kJ/mol
**Multiplicity**: 1
**HOMO energy**: -3.57 eV
**LUMO level**: 3.5 eV
**Strongest force on any atom**: 4.61 eV/A
**Charge**: -1
**Gap between HOMO and LUMO**: 0.2610 hartree


The following is a DFT calculation (wB97M-V/def2-TZVPD) of C5H8O3S in the gas phase.

Last column: Mulliken charge in e.
CARTESIAN COORDINATES (ANGSTROEM)
C: 1.3885 0.6179 1.8484  -0.8227
C: -0.7942 0.4618 0.1450  -1.1682
C: 0.7771 0.3555 -1.7114  0.1171
C: -0.1385 -0.3688 -0.9581  1.3695
C: -0.9395 -1.5287 -1.4989  -1.2643
O: -1.0623 1.1738 2.6410  -0.6046
O: 1.0165 1.2184 -2.4770  -0.5612
O: 1.3929 -0.3721 -0.8509  -0.4155
S: -0.3642 0.0325 1.9699  0.4791
H: 1.4962 1.4154 1.1500  0.2706
H: 2.0617 -0.2767 1.5208  0.2741
H: -0.6555 1.5344 0.0981  0.4630
H: -1.9055 0.3916 -0.0115  0.4430
H: 1.4505 0.8334 2.8999  0.3929
H: -1.0317 -2.4220 -0.7846  0.2880
H: -0.7378 -1.8635 -2.5418  0.3679
H: -1.9543 -1.2030 -1.4388  0.3715

**Energy relative to the best compared isomer or geometry (same formula, charge and spin)**: 285.07 kJ/mol
**Multiplicity**: 1
**HOMO energy**: -9.48 eV
**LUMO level**: 0.5 eV
**Strongest force on any atom**: 3.33 eV/A
**Charge**: 0
**Gap between HOMO and LUMO**: 0.3652 hartree


The following is a DFT calculation (wB97M-V/def2-TZVPD) of 2 unconnected molecules or ions with the total composition C2H6S.

Last column: Mulliken charge in e.
CARTESIAN COORDINATES (ANGSTROEM)
C: 0.4625 -0.7571 0.1442  -0.7411
C: -0.1839 0.4063 -0.5481  -0.7575
S: -1.8347 0.6524 0.1805  -0.1204
H: 1.3235 -1.3007 -0.2518  0.3167
H: 0.6837 -0.4592 1.1791  0.2269
H: -0.2976 -1.5282 0.2935  0.3083
H: -0.2657 0.1349 -1.6316  0.3065
H: 0.4870 1.2900 -0.6332  0.3104
H: -0.3747 1.5617 1.2674  0.1502

**Energy relative to the best compared isomer or geometry (same formula, charge and spin)**: 310.73 kJ/mol
**Multiplicity**: 1
**HOMO energy**: -9.22 eV
**LUMO level**: -1.4 eV
**Strongest force on any atom**: 5.00 eV/A
**Charge**: 0
**Gap between HOMO and LUMO**: 0.2889 hartree


The following is a DFT calculation (wB97M-V/def2-TZVPD) of a molecular structure, C25H57F3N7O9STl.

Last column: Löwdin spin population.
CARTESIAN COORDINATES (ANGSTROEM)
Tl: 2.0805 3.4059 -2.7244  0.0001
C: -1.3508 0.1879 -0.3634  0.0006
F: -1.6532 1.3384 0.1787  0.0001
F: -1.6871 -0.7974 0.4200  -0.0008
F: -1.9290 -0.0408 -1.5027  0.0001
S: 0.5988 0.1951 -0.4352  0.0005
O: 1.0951 0.5103 0.8996  0.0014
O: 1.0374 -1.1571 -0.9208  0.0003
O: 0.9028 1.2897 -1.4208  0.0117
C: -1.2785 -0.5431 3.5906  -0.0002
C: -2.8019 -0.4998 3.4338  -0.0614
N: -3.5718 -0.8479 4.6371  -0.6368
C: -4.9658 -0.9222 4.2387  -0.0696
C: -5.9433 -0.8136 5.4396  -0.0257
C: -3.0921 -1.9327 5.4992  -0.0567
C: -3.1050 -3.3256 4.8846  -0.0505
H: -0.9921 0.0635 4.4498  -0.0005
H: -0.9678 -0.0789 2.6546  0.0006
H: -0.6987 -1.4633 3.5186  0.0000
H: -3.0784 0.5454 3.2953  -0.0155
H: -3.1420 -1.0868 2.5806  -0.0261
H: -5.1297 -0.1554 3.4816  -0.0020
H: -5.2858 -1.8886 3.8492  -0.0360
H: -6.9685 -0.7953 5.0696  -0.0002
H: -5.8492 -1.7192 6.0389  -0.0002
H: -5.5792 0.0591 5.9816  -0.0009
H: -3.5826 -1.8841 6.4713  -0.0062
H: -2.0360 -1.7654 5.7110  -0.0038
H: -4.0122 -3.8982 5.0772  -0.0036
H: -2.2706 -3.9333 5.2347  -0.0031
H: -2.9084 -3.3367 3.8125  -0.0005
C: -1.5943 5.3181 0.4454  0.0001
C: -0.3160 4.5762 0.8342  0.0001
O: 0.5225 4.3261 -0.1032  0.0014
N: -0.0793 4.2531 2.1159  0.0000
C: 1.2031 3.5715 2.5283  -0.0001
H: -2.3118 4.7414 -0.1383  0.0000
H: -1.3000 6.0851 -0.2709  0.0000
H: -2.0456 5.7640 1.3318  0.0000
H: -0.5653 4.8037 2.8093  0.0000
H: 1.1767 2.5466 2.1582  0.0000
H: 1.3737 3.6141 3.6041  0.0000
H: 2.1311 4.0026 2.1525  0.0000
C: 5.9574 1.8024 0.5130  0.0626
C: 4.5056 1.4307 0.3375  0.0679
O: 3.9434 2.0122 -0.6081  0.7253
N: 3.8423 0.6228 1.1508  0.0930
C: 4.1887 0.2140 2.4536  0.0163
H: 5.9985 2.8120 0.9217  -0.0006
H: 6.5124 1.8481 -0.4240  -0.0010
H: 6.4528 1.0563 1.1343  0.0131
H: 2.8822 0.5358 0.8495  0.0016
H: 4.8860 0.8392 3.0112  0.0029
H: 4.6060 -0.7756 2.2674  0.0083
H: 3.2956 0.0349 3.0522  0.0000
C: -1.6824 0.0554 -4.9635  0.0647
C: -0.3465 0.2178 -4.3193  0.0654
O: 0.1525 1.3454 -4.4600  0.7507
N: 0.4369 -0.7335 -3.7689  0.0644
C: 0.0294 -2.1253 -3.8230  0.0094
H: -2.1095 -0.6270 -4.2287  0.0128
H: -1.7672 -0.1942 -6.0212  0.0010
H: -2.3045 0.9315 -4.7806  0.0010
H: 1.2271 -0.3970 -3.2376  0.0003
H: -0.6696 -2.3509 -4.6283  0.0010
H: -0.4242 -2.4400 -2.8831  0.0037
H: 0.9323 -2.7341 -3.8694  -0.0002
C: -2.5077 4.8544 -3.3529  0.0001
C: -2.0356 3.5297 -2.7859  0.0003
O: -0.8485 3.2719 -2.6302  0.0093
N: -2.8485 2.4961 -2.5654  0.0021
C: -4.2843 2.3794 -2.7150  0.0003
H: -3.3857 4.7056 -3.9815  0.0000
H: -1.7244 5.3360 -3.9382  0.0000
H: -2.8678 5.5426 -2.5882  0.0000
H: -2.5214 1.5755 -2.3093  0.0000
H: -4.8526 1.8781 -1.9315  0.0001
H: -4.5407 1.8746 -3.6464  0.0001
H: -4.7497 3.3619 -2.6368  0.0000
C: 4.2944 -1.0629 -4.5819  0.0000
C: 3.6154 -0.5295 -3.3500  0.0000
O: 3.1219 0.5871 -3.3485  0.0044
N: 3.4848 -1.3877 -2.3593  0.0023
C: 3.8597 -2.8108 -2.3163  0.0002
H: 3.7365 -1.8861 -5.0283  0.0000
H: 5.3634 -1.1518 -4.3884  0.0000
H: 4.2747 -0.3609 -5.4156  0.0000
H: 2.8510 -1.0526 -1.6479  0.0000
H: 4.2244 -3.0998 -1.3306  0.0000
H: 4.5454 -3.1257 -3.1029  0.0000
H: 2.9205 -3.3138 -2.5468  0.0001
C: 0.9761 -5.1597 -1.5893  0.0003
C: 1.7504 -5.0630 -0.2383  0.0000
O: 2.2720 -6.0844 0.2601  0.0001
N: 1.7360 -3.8669 0.3417  0.0000
C: 2.4174 -3.6319 1.5981  0.0000
H: 0.6676 -4.1806 -1.9557  0.0002
H: 0.0271 -5.6943 -1.5480  0.0000
H: 1.4691 -5.6261 -2.4423  0.0000
H: 1.2555 -3.1539 -0.1883  0.0000
H: 3.0510 -4.4785 1.8627  0.0000
H: 1.7012 -3.6560 2.4195  0.0000
H: 2.9763 -2.7091 1.7541  0.0000

**Multiplicity**: 2
**HOMO energy (alpha / beta)**: -14.94 / -14.94 eV
**LUMO level (alpha / beta)**: -10.2 / -11.6 eV
**Strongest force on any atom**: 4.26 eV/A
**Charge**: +3
**Gap between HOMO and LUMO (alpha / beta)**: 0.1730 / 0.1222 hartree


The following is a DFT calculation (wB97M-V/def2-TZVPD) of C5H7N in the gas phase.

Last column: Mulliken charge in e.
CARTESIAN COORDINATES (ANGSTROEM)
C: -1.8402 0.3069 -0.3826  -0.5141
C: -0.9603 0.8331 -1.2172  -0.5136
C: 1.2018 -1.8188 -0.3561  -0.3210
C: -0.3459 0.0846 -0.0535  0.4090
C: 0.3295 1.0370 1.0446  -0.9648
N: 0.0521 -1.3336 -0.3407  -0.4346
H: -2.7743 -0.0336 -0.0786  0.4512
H: -0.5683 1.5438 -1.8560  0.4545
H: 1.3169 -2.9979 -0.2261  0.1952
H: 2.0786 -1.2759 -0.3550  0.3392
H: 0.8304 1.8937 0.5537  0.2851
H: 1.1526 0.3930 1.5732  0.2923
H: -0.4730 1.3676 1.6944  0.3216

**Energy relative to the best compared isomer or geometry (same formula, charge and spin)**: 438.61 kJ/mol
**Multiplicity**: 1
**HOMO energy**: -8.59 eV
**LUMO level**: 1.1 eV
**Strongest force on any atom**: 4.16 eV/A
**Charge**: 0
**SMILES string**: C=NC1(C)C=C1
**Gap between HOMO and LUMO**: 0.3560 hartree


The following is a DFT calculation (wB97M-V/def2-TZVPD) of a gas-phase ion, C4H11NS2 (charge +1).

Last column: Löwdin spin population.
CARTESIAN COORDINATES (ANGSTROEM)
N: 2.9487 -1.1511 -1.6065  0.0012
C: 1.9824 -1.5740 -0.5888  0.0074
C: 0.5277 -1.5889 -0.9127  0.0539
S: -0.3727 0.0804 -1.1678  0.4030
S: -0.1212 0.7295 0.8330  0.4470
C: -1.9687 0.9812 1.1570  0.0431
C: -2.0737 2.4857 1.4262  0.0140
H: 3.1819 -1.9484 -2.1820  0.0001
H: 2.6876 -0.3398 -2.1587  0.0024
H: 2.1702 -2.5382 -0.0963  -0.0003
H: 2.1026 -0.8458 0.2502  0.0011
H: 0.4480 -1.9475 -1.9239  0.0020
H: -0.0706 -2.1546 -0.1393  0.0071
H: -2.8208 0.7347 0.4578  -0.0007
H: -2.1622 0.5508 2.1594  0.0154
H: -1.4697 2.8163 2.1350  0.0021
H: -3.0745 2.6356 1.8432  0.0004
H: -1.9148 3.0741 0.5143  0.0007

**Energy relative to the best compared isomer or geometry (same formula, charge and spin)**: 110.39 kJ/mol
**Multiplicity**: 2
**HOMO energy (alpha / beta)**: -13.17 / -13.15 eV
**LUMO level (alpha / beta)**: -4.9 / -8.1 eV
**Strongest force on any atom**: 4.63 eV/A
**Charge**: +1
**Gap between HOMO and LUMO (alpha / beta)**: 0.3043 / 0.1863 hartree


> Which value of strongest force on any atom does entry 4 give?

3.33 eV/A